{"formula": "C38H78ClN9O11S", "method": "the ωB97M-V functional and the def2-TZVPD basis", "e_homo_ev": -8.3, "gap_ev": 8.83, "smiles": "[H]/N=C\\C[C@](C/C=N/[H])(CC(=O)OC(C)=O)O[C@H](CCCO)[C@](N)(CCCS)CCCCl.CN(C)C=O.CN(C)C=O.CN(C)C=O.CN(C)C=O.CN(C)C=O.CN(C)C=O", "e_tot_ha": -3673.54047, "elements": ["H", "N", "C", "C", "C", "C", "C", "N", "H", "C", "C", "O", "O", "C", "C", "O", "O", "C", "C", "C", "C", "O", "C", "N", "C", "C", "C", "S", "C", "C", "C", "Cl", "H", "H", "H", "H", "H", "H", "H", "H", "H", "H", "H", "H", "H", "H", "H", "H", "H", "H", "H", "H", "H", "H", "H", "H", "H", "H", "H", "H", "H", "H", "H", "H", "H", "H", "C", "N", "C", "C", "O", "H", "H", "H", "H", "H", "H", "H", "C", "N", "C", "C", "O", "H", "H", "H", "H", "H", "H", "H", "C", "N", "C", "C", "O", "H", "H", "H", "H", "H", "H", "H", "C", "N", "C", "C", "O", "H", "H", "H", "H", "H", "H", "H", "C", "N", "C", "C", "O", "H", "H", "H", "H", "H", "H", "H", "C", "N", "C", "C", "O", "H", "H", "H", "H", "H", "H", "H"], "xyz": [[-5.003, -4.820, 2.239], [-4.759, -5.181, 1.313], [-4.862, -4.264, 0.448], [-5.291, -2.841, 0.688], [-4.159, -1.801, 0.352], [-3.863, -1.004, 1.625], [-3.289, -1.887, 2.709], [-2.726, -1.403, 3.728], [-2.407, -2.165, 4.333], [-4.648, -0.902, -0.805], [-5.726, 0.079, -0.422], [-6.649, -0.122, 0.291], [-5.599, 1.307, -1.069], [-4.601, 2.177, -0.688], [-4.428, 2.376, 0.790], [-3.968, 2.740, -1.514], [-3.039, -2.574, -0.046], [-1.719, -2.032, -0.057], [-1.446, -1.048, -1.203], [-1.579, 0.435, -0.835], [-0.862, 1.345, -1.816], [0.557, 1.253, -1.624], [-0.720, -3.248, -0.050], [-1.187, -4.324, 0.815], [0.636, -2.704, 0.461], [0.824, -2.585, 1.983], [0.684, -1.184, 2.587], [1.971, -0.065, 1.950], [-0.502, -3.853, -1.444], [-1.756, -4.260, -2.225], [-1.389, -4.569, -3.668], [-2.828, -4.855, -4.674], [-4.633, -4.522, -0.587], [-6.160, -2.653, 0.054], [-5.618, -2.736, 1.725], [-4.779, -0.550, 2.011], [-3.146, -0.193, 1.466], [-3.366, -2.970, 2.553], [-3.845, -0.365, -1.301], [-5.092, -1.550, -1.570], [-3.457, 1.974, 1.092], [-4.393, 3.451, 0.967], [-5.221, 1.930, 1.385], [-1.493, -1.510, 0.880], [-0.412, -1.173, -1.530], [-2.099, -1.282, -2.050], [-1.087, 0.591, 0.134], [-2.617, 0.744, -0.718], [-1.118, 2.387, -1.627], [-1.093, 1.101, -2.858], [0.926, 0.638, -2.267], [-1.913, -4.870, 0.371], [-1.558, -3.976, 1.688], [0.832, -1.718, 0.025], [1.416, -3.358, 0.062], [1.837, -2.928, 2.220], [0.159, -3.253, 2.531], [-0.299, -0.742, 2.429], [0.807, -1.266, 3.668], [1.255, 1.064, 1.939], [0.101, -4.754, -1.282], [0.124, -3.186, -2.044], [-2.194, -5.161, -1.787], [-2.506, -3.470, -2.219], [-0.755, -5.455, -3.723], [-0.821, -3.748, -4.107], [2.379, 5.089, -3.033], [2.962, 3.982, -3.757], [3.868, 4.259, -4.861], [2.690, 2.706, -3.428], [3.157, 1.733, -4.004], [1.781, 5.717, -3.698], [3.155, 5.711, -2.581], [1.736, 4.703, -2.242], [3.479, 3.819, -5.781], [4.845, 3.815, -4.663], [3.985, 5.332, -4.986], [1.990, 2.593, -2.589], [-1.264, 6.743, -0.246], [-0.752, 5.831, 0.754], [-0.283, 6.351, 2.027], [-0.691, 4.501, 0.545], [-0.281, 3.689, 1.351], [-0.501, 7.466, -0.540], [-2.131, 7.288, 0.133], [-1.567, 6.180, -1.128], [0.767, 6.098, 2.181], [-0.853, 5.920, 2.850], [-0.399, 7.432, 2.033], [-1.083, 4.201, -0.442], [-0.945, -6.755, 6.438], [-1.425, -5.561, 5.771], [-2.313, -5.689, 4.629], [-1.080, -4.333, 6.187], [-1.467, -3.297, 5.664], [-0.385, -7.384, 5.742], [-1.782, -7.331, 6.833], [-0.304, -6.476, 7.268], [-1.868, -5.235, 3.744], [-3.265, -5.190, 4.823], [-2.492, -6.742, 4.433], [-0.417, -4.338, 7.064], [6.449, 7.177, -9.154], [5.958, 7.527, -7.838], [5.692, 8.917, -7.517], [5.758, 6.595, -6.894], [5.376, 6.843, -5.758], [7.403, 7.670, -9.352], [5.734, 7.471, -9.925], [6.606, 6.102, -9.203], [6.309, 9.244, -6.680], [4.647, 9.052, -7.234], [5.913, 9.529, -8.388], [5.970, 5.576, -7.235], [-4.834, -6.512, 10.619], [-3.421, -6.741, 10.403], [-2.747, -7.795, 11.143], [-2.700, -6.007, 9.536], [-1.512, -6.166, 9.324], [-5.029, -6.251, 11.661], [-5.414, -7.403, 10.368], [-5.169, -5.691, 9.987], [-1.936, -7.382, 11.743], [-2.317, -8.528, 10.460], [-3.466, -8.286, 11.793], [-3.293, -5.231, 9.023], [8.998, 3.450, -4.040], [8.887, 3.716, -5.460], [9.349, 2.718, -6.410], [8.360, 4.857, -5.932], [8.231, 5.116, -7.118], [10.042, 3.301, -3.756], [8.431, 2.559, -3.769], [8.602, 4.296, -3.482], [10.131, 3.131, -7.047], [8.530, 2.393, -7.052], [9.740, 1.864, -5.863], [8.028, 5.550, -5.143]], "atomic_forces_ev_per_a": [[0.01, -0.02, 0.01], [-0.02, -0.02, 0.05], [0.07, 0.06, -0.07], [0.23, -0.11, -0.17], [-0.62, 0.01, 0.40], [0.34, -0.01, 0.21], [0.00, -0.04, -0.06], [-0.01, -0.12, -0.03], [0.11, 0.25, 0.16], [0.02, -0.15, -0.22], [0.34, 0.21, -0.15], [-0.46, -0.16, 0.30], [-0.04, -0.16, -0.13], [-0.30, -0.29, 0.63], [0.06, 0.11, 0.13], [0.35, 0.56, -0.72], [0.01, 0.15, -0.27], [0.51, -0.19, -0.05], [-0.13, 0.37, 0.02], [0.30, -0.19, 0.29], [0.48, 0.00, 0.05], [-0.19, -0.15, -0.11], [-0.38, 0.31, 0.02], [0.39, -0.20, 0.01], [0.10, -0.11, 0.01], [0.14, 0.16, -0.02], [-0.06, -0.09, 0.26], [0.05, 0.02, -0.11], [0.11, -0.24, 0.04], [0.14, 0.02, -0.20], [0.52, 0.00, 0.32], [-0.11, -0.04, -0.09], [0.01, -0.02, 0.03], [-0.02, 0.08, 0.10], [-0.01, 0.04, -0.04], [-0.02, -0.04, -0.13], [-0.10, -0.03, -0.11], [-0.12, 0.00, -0.03], [-0.12, -0.16, 0.12], [0.06, 0.04, -0.02], [-0.07, 0.03, -0.01], [-0.01, -0.05, 0.03], [0.02, -0.01, -0.04], [-0.36, -0.04, 0.08], [-0.08, -0.12, -0.06], [0.15, -0.09, -0.05], [-0.07, 0.08, -0.02], [0.27, 0.06, -0.05], [-0.16, -0.08, -0.09], [-0.24, 0.08, 0.06], [0.04, 0.06, 0.07], [-0.16, 0.13, 0.06], [-0.10, 0.04, -0.01], [-0.01, -0.07, -0.06], [-0.07, -0.03, 0.06], [-0.07, -0.03, 0.02], [0.00, -0.06, -0.03], [0.02, -0.02, -0.13], [-0.05, 0.01, -0.04], [-0.05, 0.05, -0.01], [0.05, 0.09, -0.02], [-0.13, 0.08, 0.00], [-0.16, 0.13, 0.03], [-0.02, -0.06, 0.07], [-0.14, -0.03, -0.07], [-0.21, 0.04, -0.07], [0.04, -0.02, -0.04], [-0.01, 0.08, 0.01], [-0.13, -0.14, 0.06], [0.02, -0.12, -0.04], [-0.04, 0.02, 0.00], [-0.01, 0.01, 0.02], [-0.01, 0.01, 0.01], [0.00, 0.00, 0.01], [0.04, 0.00, -0.01], [0.02, 0.02, -0.04], [0.01, -0.08, 0.05], [0.06, 0.17, 0.01], [0.04, -0.01, 0.06], [0.06, 0.05, 0.04], [0.00, -0.05, -0.03], [-0.21, -0.15, -0.12], [0.04, -0.01, 0.08], [-0.01, 0.00, -0.02], [-0.01, 0.00, -0.02], [-0.01, -0.01, 0.00], [0.00, 0.01, 0.01], [0.00, 0.01, 0.01], [0.00, 0.00, 0.00], [0.04, 0.06, -0.01], [0.03, -0.08, -0.24], [0.02, 0.00, 0.03], [0.03, 0.06, 0.04], [-0.08, 0.03, -0.01], [0.04, -0.10, 0.01], [0.00, 0.03, -0.02], [0.03, -0.03, 0.05], [-0.03, -0.01, 0.04], [0.02, -0.01, -0.06], [-0.01, -0.01, 0.00], [0.00, -0.01, -0.01], [0.00, 0.00, -0.01], [-0.01, 0.06, 0.03], [-0.05, 0.01, -0.10], [0.04, -0.04, 0.05], [-0.15, -0.01, 0.10], [0.12, 0.16, -0.07], [0.02, -0.03, -0.01], [0.01, -0.01, -0.01], [0.03, 0.00, 0.01], [0.00, 0.02, 0.00], [0.00, 0.01, 0.00], [0.00, 0.00, -0.01], [-0.08, 0.02, -0.04], [0.07, -0.04, 0.02], [-0.05, -0.03, 0.02], [0.02, 0.04, -0.03], [0.04, 0.07, -0.02], [-0.06, 0.03, 0.10], [-0.02, 0.02, 0.00], [-0.02, 0.01, -0.01], [0.00, 0.01, 0.00], [0.00, -0.01, 0.01], [0.00, -0.01, 0.01], [-0.01, 0.00, 0.00], [0.00, 0.00, 0.01], [0.00, -0.04, -0.08], [0.06, -0.03, 0.05], [-0.03, 0.05, -0.01], [-0.09, 0.06, -0.01], [0.19, -0.08, -0.01], [0.00, 0.01, 0.02], [-0.01, 0.01, 0.02], [-0.01, 0.00, 0.00], [0.01, -0.01, -0.01], [0.00, -0.02, 0.00], [0.00, 0.00, 0.01], [0.00, -0.01, 0.00]], "lowdin_charge": [0.041, 0.102, -0.244, -0.075, -0.414, -0.098, -0.233, 0.146, 0.011, 0.006, -0.435, 0.178, 0.099, -0.515, 0.043, 0.146, -0.093, -0.232, -0.109, -0.163, -0.223, -0.089, -0.450, 0.111, -0.138, -0.250, -0.557, 0.723, -0.145, -0.267, -0.611, 0.542, 0.112, 0.119, 0.121, 0.128, 0.105, 0.105, 0.098, 0.157, 0.089, 0.101, 0.089, 0.120, 0.105, 0.126, 0.125, 0.062, 0.091, 0.132, 0.084, 0.064, 0.046, 0.087, 0.120, 0.106, 0.092, 0.045, 0.066, -0.160, 0.129, 0.117, 0.112, 0.088, 0.077, 0.074, -0.054, -0.190, -0.042, -0.349, -0.002, 0.089, 0.091, 0.076, 0.095, 0.091, 0.054, 0.109, -0.059, -0.195, -0.040, -0.356, 0.011, 0.088, 0.089, 0.084, 0.093, 0.092, 0.085, 0.118, -0.065, -0.179, -0.035, -0.324, -0.017, 0.091, 0.084, 0.070, 0.077, 0.090, 0.090, 0.140, -0.056, -0.186, -0.042, -0.359, -0.017, 0.091, 0.087, 0.082, 0.091, 0.090, 0.084, 0.121, -0.058, -0.197, -0.039, -0.341, -0.001, 0.090, 0.090, 0.083, 0.093, 0.092, 0.086, 0.138, -0.055, -0.191, -0.039, -0.339, -0.005, 0.089, 0.092, 0.085, 0.092, 0.093, 0.086, 0.138]}